Here is a structure of composition C25H22As2F5HfN2O11 in a non-equilibrium geometry from the Open Molecules 2025 dataset. Energies are from ωB97M-V/def2-TZVPD.

Properties
* spin multiplicity: 1
* strongest force on any atom: 0.0884 hartree/bohr
* molar mass: 949.8 Da
* calculated total energy: -188345.0185 eV
* net charge: +1

Each line ends with the natural charge from an NBO analysis.
Cartesian coordinates (Å):
Hf -1.691 1.040 0.716  2.236
As 0.776 0.072 1.020  0.837
As 3.951 -0.099 -0.224  0.973
F -4.468 -4.699 1.051  -0.271
F -7.537 -1.694 -0.933  -0.276
F -5.876 0.350 -0.369  -0.285
F -6.833 -4.291 -0.536  -0.276
F -2.762 -2.822 1.416  -0.300
O -2.952 2.596 0.087  -0.693
O 1.318 4.270 0.480  -0.503
O 0.328 1.274 -2.947  -0.514
O -1.104 0.442 -1.342  -0.646
O 1.610 -3.893 1.707  -0.554
O 4.092 -1.983 3.429  -0.507
O -3.165 -0.247 0.453  -0.849
O 3.243 3.225 -1.561  -0.504
O 0.235 -3.095 0.085  -0.521
O 3.566 1.456 -2.938  -0.520
O 5.286 -2.270 1.478  -0.527
N -0.669 2.970 0.147  -0.819
N -1.867 1.082 4.016  -0.213
C -0.769 5.451 -0.140  -0.516
C 4.385 2.345 -3.761  -0.270
C -4.205 -1.162 0.443  0.240
C -1.842 1.090 2.836  -0.337
C 2.516 0.966 -0.957  -0.235
C 1.272 -2.993 0.975  0.742
C -2.148 0.219 -2.422  -0.251
C 3.126 -1.204 1.297  -0.331
C -1.983 3.416 -0.092  0.700
C 0.187 0.831 -1.803  0.756
C 3.097 2.040 -1.778  0.730
C 0.116 4.229 0.206  0.706
C -0.324 -4.452 -0.126  -0.257
C 4.206 -1.948 2.031  0.737
C -6.119 -3.267 0.036  0.283
C -5.546 -0.891 0.018  0.292
C 4.189 -1.458 -1.683  -0.886
C 1.810 -1.606 1.082  -0.340
C -3.938 -2.478 0.824  0.266
C 1.414 1.467 2.356  -0.839
C 1.210 0.636 -0.816  -0.462
C -2.087 4.870 -0.688  -0.489
C -4.899 -3.503 0.732  0.305
C -6.423 -1.948 -0.233  0.278
C 2.970 -2.546 4.133  -0.278
H 2.200 -1.770 4.354  0.177
H -0.973 5.948 0.810  0.261
H 3.932 3.261 -4.094  0.211
H 2.523 1.560 2.407  0.263
H 5.359 2.491 -3.251  0.206
H -2.104 4.835 -1.826  0.271
H 4.774 -2.226 -1.185  0.264
H -3.124 0.209 -1.904  0.233
H 0.468 -5.167 0.043  0.223
H 4.489 1.755 -4.695  0.207
H -0.248 6.102 -0.827  0.269
H 0.972 2.368 1.960  0.253
H 3.478 -2.826 5.085  0.224
H 0.894 1.186 3.274  0.263
H -0.715 -4.343 -1.164  0.204
H -1.167 -4.529 0.562  0.212
H -1.966 -0.737 -2.879  0.221
H -2.041 1.031 -3.173  0.239
H 3.243 -1.846 -2.103  0.232
H -3.046 5.220 -0.303  0.262
H 4.834 -0.886 -2.406  0.262
H 2.523 -3.424 3.611  0.227